The following is a DFT calculation (the ωB97M-V functional and the def2-TZVPD basis) of one molecule with the formula C20H28N2O4S in a non-equilibrium geometry.

Last columns: bonded neighbours and bond lengths (Å).
Positions of all 55 atoms, in Å:
1 S 2.924 -1.228 0.274  O3 1.434, O4 1.439, N6 1.687, C10 1.786
2 O -4.279 -1.732 -1.983  C18 1.212
3 O 3.493 -2.390 -0.343  S1 1.434
4 O 3.519 -0.741 1.490  S1 1.439
5 O -2.844 -2.015 1.267  C14 1.411, C21 1.361
6 N 2.810 -0.021 -0.899  S1 1.687, C9 1.454, C11 1.458
7 N -3.748 -0.130 -0.473  C18 1.343, C26 1.443, H40 1.010
8 C -0.383 2.146 1.641  C12 1.538, C19 1.495, H53 1.095, H54 1.090
9 C 3.836 -0.063 -1.929  N6 1.454, C22 1.527, H37 1.095, H52 1.088
10 C 1.188 -1.521 0.577  S1 1.786, C20 1.383, C25 1.380
11 C 2.772 1.332 -0.355  N6 1.458, C16 1.540, H30 1.093, H32 1.091
12 C -0.178 3.663 1.490  C8 1.538, C27 1.539, H36 1.091, H55 1.091
13 C -0.699 -1.518 2.037  C20 1.379, C21 1.398, H49 1.078
14 C -3.732 -2.431 0.251  O5 1.411, C18 1.536, H42 1.094, H45 1.096
15 C -1.849 2.125 -0.296  C17 1.501, C19 1.328, C24 1.499
16 C 3.997 2.076 -0.918  C11 1.540, C22 1.529, H35 1.091, H48 1.088
17 C -2.433 3.360 0.325  C15 1.501, C27 1.536, H31 1.091, H47 1.094
18 C -3.936 -1.400 -0.869  O2 1.212, N7 1.343, C14 1.536
19 C -0.842 1.548 0.350  C8 1.495, C15 1.328, H51 1.078
20 C 0.652 -1.332 1.838  C10 1.383, C13 1.379, H33 1.078
21 C -1.521 -1.893 0.971  O5 1.361, C13 1.398, C23 1.394
22 C 4.879 0.954 -1.470  C9 1.527, C16 1.529, H41 1.091, H46 1.088
23 C -0.969 -2.096 -0.293  C21 1.394, C25 1.384, H39 1.078
24 C -2.415 1.613 -1.586  C15 1.499, C26 1.536, H28 1.092, H38 1.091
25 C 0.390 -1.909 -0.480  C10 1.380, C23 1.384, H50 1.078
26 C -3.805 0.995 -1.376  N7 1.443, C24 1.536, H43 1.092, H44 1.094
27 C -1.297 4.333 0.674  C12 1.539, C17 1.536, H29 1.091, H34 1.091
28 H -2.509 2.429 -2.305  C24 1.092
29 H -0.886 4.717 -0.261  C27 1.091
30 H 1.834 1.811 -0.650  C11 1.093
31 H -3.140 3.848 -0.348  C17 1.091
32 H 2.809 1.264 0.733  C11 1.091
33 H 1.308 -1.040 2.643  C20 1.078
34 H -1.709 5.182 1.222  C27 1.091
35 H 3.692 2.742 -1.726  C16 1.091
36 H 0.780 3.832 0.997  C12 1.091
37 H 3.384 0.240 -2.879  C9 1.095
38 H -1.750 0.855 -2.004  C24 1.091
39 H -1.584 -2.383 -1.131  C23 1.078
40 H -3.393 0.044 0.456  N7 1.010
41 H 5.480 0.518 -0.671  C22 1.091
42 H -4.692 -2.581 0.754  C14 1.094
43 H -4.201 0.619 -2.321  C26 1.092
44 H -4.492 1.743 -0.969  C26 1.094
45 H -3.425 -3.384 -0.194  C14 1.096
46 H 5.532 1.284 -2.274  C22 1.088
47 H -2.966 3.098 1.244  C17 1.094
48 H 4.499 2.663 -0.153  C16 1.088
49 H -1.149 -1.377 3.007  C13 1.078
50 H 0.842 -2.055 -1.448  C25 1.078
51 H -0.339 0.673 -0.029  C19 1.078
52 H 4.212 -1.080 -2.010  C9 1.088
53 H -1.147 1.971 2.406  C8 1.095
54 H 0.540 1.676 1.983  C8 1.090
55 H -0.114 4.108 2.484  C12 1.091

The total energy is -43199.720 eV. The energy above the lowest of the compared OMol25 structures with the same formula, charge and spin is 1.363 eV. The value obtained for the strongest force on any atom is 1.17 eV/Å. The value obtained for the gap between HOMO and LUMO is 0.35263 hartree.